Entry 1:
10 unconnected molecules or ions with the total composition C36H64O20S2, computed with the ωB97M-V functional and the def2-TZVPD basis.

Each line ends with the Löwdin charge.
Element x y z (Å)
C -5.751 -2.012 2.573  -0.02
C -4.392 -1.552 2.108  -0.30
C -3.300 -2.640 2.166  -0.06
O -3.003 -2.912 0.784  0.06
C -3.575 -1.982 0.016  -0.58
O -3.410 -1.827 -1.158  0.13
O -4.429 -1.213 0.720  0.09
H -5.708 -2.223 3.644  0.09
H -6.073 -2.927 2.075  0.09
H -6.488 -1.227 2.407  0.09
H -3.997 -0.731 2.704  0.15
H -3.531 -3.547 2.717  0.14
H -2.381 -2.219 2.579  0.11
C 2.770 1.530 3.339  -0.03
C 2.090 2.524 4.248  -0.29
C 1.746 2.019 5.656  -0.06
O 2.612 2.785 6.523  0.06
C 3.280 3.724 5.810  -0.58
O 3.993 4.539 6.279  0.17
O 2.997 3.619 4.495  0.08
H 3.563 0.928 3.786  0.10
H 3.132 2.020 2.435  0.08
H 2.043 0.801 2.963  0.06
H 1.189 2.883 3.747  0.15
H 2.001 0.965 5.766  0.13
H 0.742 2.215 6.020  0.13
C -1.521 3.355 -4.378  -0.02
C -0.528 4.385 -3.824  -0.31
C -1.098 5.781 -3.540  -0.07
O -1.443 5.682 -2.152  0.07
C -0.739 4.660 -1.610  -0.56
O -0.771 4.378 -0.459  0.15
O -0.007 4.016 -2.558  0.08
H -2.266 3.845 -5.006  0.09
H -2.163 2.980 -3.572  0.08
H -0.980 2.571 -4.888  0.07
H 0.219 4.484 -4.615  0.15
H -1.963 5.979 -4.162  0.13
H -0.322 6.538 -3.650  0.14
C -1.913 1.284 -1.105  0.01
C -0.949 0.279 -0.531  -0.29
C 0.477 0.769 -0.331  -0.05
O 0.852 0.076 0.888  0.05
C -0.260 -0.252 1.568  -0.58
O -0.304 -0.662 2.687  0.14
O -1.332 -0.119 0.793  0.10
H -2.112 2.105 -0.422  0.08
H -2.860 0.746 -1.212  0.09
H -1.504 1.579 -2.068  0.07
H -0.860 -0.632 -1.133  0.14
H 0.663 1.835 -0.194  0.14
H 1.140 0.416 -1.117  0.11
O 8.206 0.265 0.258  -0.32
S 7.015 -0.347 -0.265  0.67
O 7.078 -1.429 -1.209  -0.32
C 5.889 -0.801 1.077  -0.22
C 4.532 -0.306 0.600  -0.23
C 4.677 1.027 -0.140  -0.20
C 5.978 0.982 -0.941  -0.20
H 6.293 -0.295 1.954  0.10
H 5.869 -1.874 1.251  0.10
H 4.092 -1.067 -0.044  0.11
H 3.876 -0.207 1.470  0.08
H 4.677 1.890 0.526  0.11
H 3.798 1.180 -0.771  0.10
H 6.507 1.917 -0.777  0.10
H 5.907 0.764 -2.005  0.10
O 0.997 -5.844 4.390  -0.32
S 1.851 -5.239 3.409  0.65
O 2.226 -5.908 2.198  -0.32
C 1.235 -3.599 3.023  -0.23
C 2.451 -2.681 3.043  -0.22
C 3.227 -3.126 4.315  -0.20
C 3.375 -4.638 4.148  -0.23
H 0.690 -3.309 3.930  0.10
H 0.510 -3.570 2.216  0.10
H 3.064 -2.756 2.142  0.11
H 2.162 -1.639 3.181  0.09
H 2.574 -2.851 5.144  0.12
H 4.224 -2.698 4.357  0.11
H 3.631 -5.223 5.033  0.11
H 4.178 -4.868 3.447  0.10
C -4.843 4.109 3.536  -0.02
C -4.652 3.478 2.173  -0.49
C -4.356 4.401 1.001  -0.01
O -4.964 2.329 1.984  0.06
H -5.596 3.562 4.098  0.08
H -5.264 5.112 3.412  0.08
H -3.892 4.218 4.056  0.09
H -5.215 4.389 0.329  0.09
H -3.505 4.045 0.421  0.06
H -4.205 5.420 1.352  0.07
C -0.977 -3.554 -2.161  -0.01
C -0.810 -5.055 -2.154  -0.48
C -1.679 -5.861 -1.202  0.00
O -0.116 -5.608 -2.974  0.06
H -1.730 -3.384 -2.940  0.10
H -0.099 -2.979 -2.430  0.04
H -1.396 -3.180 -1.234  0.04
H -1.061 -6.646 -0.771  0.09
H -2.457 -6.318 -1.812  0.09
H -2.084 -5.219 -0.425  0.06
C 1.018 -0.802 -5.349  -0.01
C 2.078 -0.603 -4.288  -0.49
C 2.087 -1.549 -3.098  -0.01
O 2.940 0.234 -4.399  0.07
H 1.010 0.110 -5.949  0.08
H 0.037 -1.034 -4.942  0.07
H 1.363 -1.606 -6.003  0.10
H 3.065 -1.383 -2.651  0.08
H 2.005 -2.601 -3.365  0.09
H 1.327 -1.268 -2.370  0.05
C -2.720 0.984 -6.505  -0.02
C -3.441 -0.119 -5.743  -0.50
C -3.625 0.073 -4.258  -0.02
O -3.883 -1.073 -6.326  0.08
H -2.961 0.837 -7.555  0.09
H -1.637 0.930 -6.391  0.06
H -3.082 1.942 -6.136  0.06
H -4.044 -0.832 -3.819  0.08
H -4.358 0.860 -4.074  0.10
H -2.651 0.267 -3.808  0.06

## Properties
LUMO energy = -0.00065 Eh
Frontier orbital gap = 9.41 eV

=====

Entry 2:
8 unconnected molecules or ions with the total composition C16H24N8, computed with the ωB97M-V functional and the def2-TZVPD basis.

Each line ends with the Löwdin spin population.
Element x y z (Å)
C -2.903 4.373 -0.545  0.00
C -2.029 5.383 -0.007  0.00
N -1.239 6.178 0.398  0.00
H -3.553 4.824 -1.295  0.00
H -3.669 4.136 0.194  0.00
H -2.357 3.471 -0.821  0.00
C 1.299 4.302 2.698  0.00
C 0.244 3.399 2.290  0.00
N -0.531 2.623 1.896  0.00
H 1.776 4.808 1.859  0.00
H 2.010 3.669 3.229  0.00
H 0.745 4.923 3.403  0.00
C -0.093 -3.823 -2.139  0.00
C -1.512 -3.514 -2.408  0.00
N -2.603 -3.274 -2.568  0.00
H -0.026 -4.878 -2.405  0.00
H 0.237 -3.718 -1.105  0.00
H 0.512 -3.204 -2.801  0.00
C 2.205 -0.422 2.369  0.00
C 3.509 0.092 2.006  0.01
N 4.576 0.480 1.756  0.03
H 1.546 0.440 2.478  0.00
H 2.206 -0.960 3.317  0.00
H 1.837 -1.101 1.600  0.00
C -1.070 0.224 -0.044  0.03
C 0.066 -0.463 -0.604  0.08
N 1.015 -1.059 -0.950  0.19
H -1.959 -0.176 -0.533  0.00
H -0.824 1.249 -0.320  0.02
H -0.984 0.181 1.041  0.01
C 4.230 -1.631 -1.497  0.06
C 5.157 -1.357 -2.540  0.16
N 5.946 -1.086 -3.331  0.34
H 4.341 -2.702 -1.328  0.00
H 3.238 -1.336 -1.838  0.03
H 4.524 -1.127 -0.577  0.02
C -3.726 -1.055 -4.796  0.00
C -3.580 -0.219 -3.619  0.00
N -3.402 0.485 -2.679  0.00
H -2.949 -1.817 -4.851  0.00
H -3.839 -0.508 -5.733  0.00
H -4.702 -1.517 -4.645  0.00
C -0.453 -2.371 4.699  0.00
C -0.882 -2.431 3.290  0.00
N -1.195 -2.502 2.224  0.00
H 0.629 -2.417 4.823  0.00
H -1.005 -3.136 5.245  0.00
H -0.762 -1.436 5.166  0.00

## Properties
LUMO energy (spin up / spin down) = -0.09375 / -0.41435 Eh
<S²> = 0.76
Total charge = +1
2S+1 = 2
Frontier orbital gap (spin up / spin down) = 10.60 / 1.87 eV

=====

Energy above the lowest of the compared OMol25 structures with the same formula, charge and spin (kJ/mol)
97.74, 2.04